DFT (ωB97M-V/def2-TZVPD) results for C28H40AuN2O2P2 as an isolated structure.

Summary:
- orbital gap (eV) = 6.91
- spin multiplicity = 1
- LUMO (eV) = -3.57
- charge = +1

XYZ file:
```
75
Properties=species:S:1:pos:R:3:forces:R:3
Au 0.853782 -0.455757 0.387192 -0.0551 -0.0566 -0.1395
C 1.263371 2.600852 3.191419 0.0460 -0.0286 0.0307
C 2.160380 2.428571 1.966352 -0.0137 0.0101 -0.0256
C 3.314929 1.461972 2.232097 0.0175 0.0124 -0.0004
P 1.220089 1.860550 0.507590 0.0207 0.0168 0.0815
C -0.262068 2.889770 0.246667 -0.0128 0.0029 0.0056
C -1.051716 2.346986 -0.943945 0.0046 0.0237 0.0152
C 0.123804 4.356900 0.059301 -0.0089 0.0094 -0.0146
C 2.290886 1.988260 -0.925757 0.0476 0.0069 0.0042
C 3.151569 3.061003 -1.152100 -0.0212 -0.0408 -0.0129
C 4.006388 3.054190 -2.237839 0.0037 -0.0097 -0.0266
C 4.009558 1.948353 -3.081048 0.0084 0.0297 0.0161
C 3.160193 0.877130 -2.870145 -0.0083 -0.0112 0.0159
C 2.263281 0.889614 -1.796547 -0.0151 -0.0148 -0.0420
N 1.381254 -0.168797 -1.523543 0.0153 0.0559 0.0703
C 0.955028 -1.088338 -2.489128 -0.0314 -0.0008 0.0337
C 0.855480 -0.770111 -3.849886 0.0036 -0.0033 0.0066
C 0.466770 -1.730932 -4.763883 -0.0059 -0.0235 -0.0060
C 0.151236 -3.027916 -4.366752 -0.0017 0.0234 -0.0068
C 0.186193 -3.335216 -3.021568 -0.0090 0.0234 0.0097
C 0.563992 -2.371900 -2.086810 0.0317 -0.0316 -0.0251
P 0.486097 -2.670137 -0.322081 0.1026 0.0270 0.0539
C 1.849677 -3.821699 0.089702 -0.0175 0.0018 -0.0008
C 1.881446 -4.243894 1.558466 -0.0125 0.0082 0.0096
C 3.164026 -3.148759 -0.317293 0.0096 0.0110 -0.0033
C -1.175476 -3.354675 0.031432 0.0002 0.0189 0.0161
C -2.236291 -2.515458 -0.688170 0.0065 -0.0008 -0.0092
C -1.502090 -3.412258 1.525660 -0.0135 0.0236 0.0093
H 1.855714 2.995626 4.017568 0.0114 0.0088 -0.0076
H 0.438098 3.289970 3.015111 -0.0256 -0.0130 -0.0063
H 0.861868 1.637661 3.508728 -0.0070 0.0502 0.0029
H 2.568996 3.404088 1.684134 -0.0072 0.0107 -0.0091
H 2.931825 0.495010 2.565081 0.0034 -0.0129 -0.0087
H 3.934381 1.312568 1.345790 -0.0091 -0.0065 0.0132
H 3.951981 1.858610 3.023215 -0.0019 0.0005 -0.0008
H -0.863744 2.762852 1.148582 0.0022 0.0200 -0.0227
H -0.451954 2.373742 -1.857288 -0.0210 -0.0169 -0.0014
H -1.391843 1.328173 -0.759900 0.0110 -0.0160 0.0005
H -1.936211 2.965107 -1.097595 0.0080 0.0167 -0.0044
H 0.703759 4.496037 -0.854439 0.0026 0.0118 -0.0008
H -0.786305 4.950285 -0.033720 0.0045 0.0052 0.0067
H 0.694681 4.756662 0.899613 -0.0147 -0.0082 -0.0001
H 3.161939 3.900088 -0.467605 0.0020 0.0051 0.0050
H 4.677415 3.882835 -2.413466 0.0030 -0.0002 0.0012
H 4.701089 1.910067 -3.912699 -0.0008 0.0021 -0.0007
H 3.209622 0.020324 -3.525945 0.0182 0.0088 0.0085
H 1.070572 0.233021 -4.189020 -0.0087 -0.0094 0.0119
H 0.396708 -1.457891 -5.808788 -0.0040 -0.0053 -0.0010
H -0.148663 -3.769921 -5.092838 0.0037 0.0023 -0.0046
H -0.107125 -4.324707 -2.688468 0.0059 -0.0023 0.0019
H 1.688522 -4.698972 -0.546765 -0.0096 -0.0009 -0.0029
H 1.820243 -3.378718 2.223154 0.0026 -0.0020 -0.0024
H 1.078973 -4.934346 1.809491 -0.0258 0.0040 -0.0012
H 2.824067 -4.753686 1.760404 -0.0007 0.0004 -0.0009
H 3.374646 -2.290008 0.325343 -0.0060 -0.0052 0.0008
H 3.983337 -3.858043 -0.199249 -0.0025 -0.0045 -0.0075
H 3.153831 -2.809368 -1.353588 0.0007 -0.0026 0.0056
H -1.155100 -4.368489 -0.385878 -0.0253 0.0019 0.0197
H -2.198569 -1.476592 -0.346586 -0.0005 -0.0068 0.0017
H -2.125411 -2.531605 -1.769939 -0.0039 0.0084 -0.0115
H -3.223615 -2.905528 -0.438769 -0.0018 0.0015 -0.0016
H -1.690638 -2.404023 1.897424 0.0074 -0.0569 -0.0210
H -2.416994 -3.989173 1.663367 -0.0015 -0.0008 -0.0026
H -0.723500 -3.864166 2.133340 0.0239 -0.0092 0.0104
O 0.461976 -0.798822 2.371673 -0.0084 -0.0426 -0.0846
C -0.654212 -0.258625 2.728684 0.0156 0.0204 0.0287
C -1.182811 -0.423521 4.129359 -0.0079 0.0037 -0.0065
C -2.457829 0.416650 4.076749 0.0078 0.0150 0.0044
C -2.485887 0.946888 2.641851 0.0404 -0.0262 0.0360
O -3.301707 1.697215 2.181184 -0.0062 0.0307 -0.0276
N -1.378249 0.452292 1.921076 -0.0676 -0.0558 0.0206
H -0.447591 -0.076214 4.855775 0.0091 0.0033 -0.0055
H -1.354388 -1.481884 4.330503 0.0005 0.0007 0.0035
H -2.449570 1.260791 4.764889 -0.0095 -0.0009 0.0019
H -3.367628 -0.149133 4.271182 0.0018 -0.0106 -0.0064
```
Positions in Å, forces in eV/Å.